1.
ORCA calculation (ωB97M-V/def2-TZVPD) on C19H25N3O2 in the gas phase at a distorted geometry.

The LUMO energy comes out at 0.84 eV. As for the net charge: 0. Its structure (SMILES) is Oc1ccc(CC[C@@H]2CCCCN2Cc2nc(C3CC3)no2)cc1. The largest force on an atom is 1.15 eV/Å.

Each line ends with the natural charge from an NBO analysis.
Atoms and positions in Å:
H 0.319 0.774 2.477  0.193
H -7.106 -0.411 -0.914  0.229
H -1.328 1.375 2.674  0.210
C 4.784 0.849 -1.256  -0.182
H -0.929 -0.962 -2.224  0.230
N -0.197 -0.943 -0.293  -0.449
C -0.324 -1.495 1.042  -0.220
H -1.143 -2.475 -1.307  0.220
H -6.687 1.973 1.025  0.218
C 6.122 0.905 -0.909  -0.295
H 4.378 1.598 -1.920  0.207
H 3.885 -1.895 0.474  0.208
H 6.275 -1.799 1.098  0.222
C 4.511 -1.105 0.085  -0.182
C -1.186 -1.382 -1.248  -0.268
C -0.646 1.341 0.630  -0.427
H 8.420 0.708 -0.107  0.478
H -1.179 -1.123 2.983  0.212
C -6.409 1.010 0.625  -0.393
H -0.013 0.817 -1.350  0.200
C -2.597 -1.005 -0.933  0.515
C 6.661 -0.051 -0.058  0.302
H 0.684 -1.560 1.467  0.190
C 0.177 0.464 -0.330  -0.039
H -2.236 -0.671 1.649  0.196
N -3.170 0.153 -1.062  -0.509
H 1.935 0.229 0.921  0.199
H -6.310 0.229 1.362  0.229
C -4.431 -0.064 -0.581  0.318
N -4.613 -1.296 -0.185  -0.180
C 5.844 -1.061 0.440  -0.268
H 6.753 1.693 -1.301  0.204
H -1.665 1.412 0.244  0.226
H 2.334 0.243 -2.098  0.201
C 3.960 -0.155 -0.768  -0.052
H -7.497 1.323 -1.286  0.218
C 2.499 -0.189 -1.109  -0.410
C -6.884 0.629 -0.732  -0.393
H 1.961 1.651 -0.118  0.206
H -0.223 2.347 0.644  0.207
C -1.199 -0.671 1.990  -0.418
C -0.682 0.763 2.041  -0.401
H 2.138 -1.219 -1.119  0.223
O -3.422 -1.921 -0.413  -0.280
O 7.973 -0.038 0.310  -0.668
H -0.714 -2.512 0.956  0.205
C -5.435 0.989 -0.526  -0.289
H -5.074 1.931 -0.917  0.241
C 1.686 0.596 -0.074  -0.386

=====

2.
ORCA calculation (ωB97M-V/def2-TZVPD) on C9H13NO3 in the gas phase at a distorted geometry.

The LUMO energy comes out at 0.49 eV. As for the net charge: 0. Its structure (SMILES) is COc1ccc([C@@H](O)CN)cc1O. The largest force on an atom is 6.46 eV/Å.

Each line ends with the natural charge from an NBO analysis.
Atoms and positions in Å:
H 1.938 -3.415 -3.026  0.207
H -2.159 2.650 2.870  0.215
C -0.350 1.950 1.485  0.046
H -2.400 1.890 1.353  0.177
H 0.308 3.176 0.165  0.467
H 2.609 -2.267 -1.736  0.178
C -0.202 0.913 0.455  -0.022
C -0.482 -0.024 -1.912  -0.198
H 1.886 -1.356 -3.032  0.163
C 1.809 -2.416 -2.527  -0.256
H -0.733 0.094 -3.024  0.243
H -1.798 -0.415 2.032  0.406
H 1.906 -2.264 1.024  0.482
C 0.842 -0.041 0.775  -0.267
C 0.737 -1.059 -0.219  0.267
H -1.236 1.864 -1.273  0.230
H 1.326 -0.354 1.756  0.236
C -0.665 1.016 -0.925  -0.272
O 1.267 -2.276 0.135  -0.686
N -1.584 0.455 2.686  -0.911
O -0.420 3.283 0.942  -0.705
C -1.749 1.746 2.198  -0.229
H -1.983 0.420 3.764  0.387
O 0.458 -2.336 -2.237  -0.513
C 0.167 -1.132 -1.443  0.180
H 0.345 1.706 2.284  0.175

=====

3.
ORCA calculation (ωB97M-V/def2-TZVPD) on a molecular structure, C14H14BrCl2IN5O2Rh at a distorted geometry.

The expectation value of S² is 6.012. The LUMO energy (alpha / beta) comes out at -5.47 / -10.20 eV. Its spin multiplicity is 5. As for the net charge: +2. The largest force on an atom is 1.46 eV/Å.

Each line ends with the natural charge from an NBO analysis.
Atoms and positions in Å:
C -2.929 -0.238 2.509  -0.050
O 0.647 -1.873 0.206  -0.845
H 1.118 4.881 -0.649  0.246
H -3.234 2.314 -0.614  0.257
C 3.156 -0.500 3.711  -0.331
H -0.741 -3.686 -3.014  0.274
C -2.449 0.708 0.554  0.413
H -4.421 0.597 1.242  0.444
Rh 0.601 0.262 0.069  1.288
H 1.502 -2.156 1.492  0.502
C -0.464 -0.596 -4.377  -0.252
H -0.844 -0.742 2.926  0.218
O -0.004 -3.832 -0.651  -0.546
C -0.743 -1.951 -4.316  -0.106
C -2.634 1.413 -0.743  -0.672
H 2.661 1.528 2.790  0.265
C -0.109 -1.921 -2.027  0.096
N -3.445 0.402 1.401  -0.486
N 1.925 -0.199 1.879  -0.295
N 2.026 -1.536 2.172  -0.278
Cl 1.305 2.598 -0.012  -0.121
H 2.667 4.138 -1.200  0.246
C 1.968 4.267 -0.385  -0.341
C 2.587 0.450 2.790  0.031
H -3.135 0.775 -1.472  0.254
N 0.142 -0.595 -2.064  -0.544
C -1.599 -0.304 2.296  -0.090
H -0.574 -0.034 -5.292  0.261
Cl 2.777 4.920 1.007  0.062
H 2.917 -2.774 3.610  0.281
H -3.545 -0.577 3.323  0.253
Br 0.332 1.878 -3.314  0.105
N -1.304 0.290 1.078  -0.577
C 2.735 -1.778 3.234  0.077
I 4.290 -0.124 5.281  0.758
C 0.166 -2.645 -0.741  0.754
C -0.029 0.032 -3.227  0.148
H -1.092 -2.470 -5.199  0.253
H -1.669 1.705 -1.150  0.235
C -0.559 -2.627 -3.123  -0.190

=====

4.
ORCA calculation (ωB97M-V/def2-TZVPD) on C4H9O3PS4 in the gas phase at a distorted geometry.

The LUMO energy (alpha / beta) comes out at -1.10 / -1.10 eV. As for the net charge: 0. The largest force on an atom is 4.19 eV/Å.

Each line ends with the natural charge from an NBO analysis.
Atoms and positions in Å:
S 2.297 -2.840 0.987  0.333
H -2.931 2.705 1.444  0.199
H -1.137 2.761 0.952  0.178
H 2.969 -0.869 -0.364  0.230
C 0.965 -1.745 1.414  -0.619
H -1.606 1.120 -2.500  0.182
O -0.027 1.228 -1.155  -0.828
S -1.583 -1.107 3.015  -0.390
S 1.020 -0.001 1.137  0.004
O -1.881 1.015 0.638  -0.805
P -0.676 0.208 -0.010  2.201
H -1.583 1.863 2.311  0.188
H -0.236 2.032 -3.109  0.193
O -1.172 -1.023 -0.635  -1.084
C 2.811 -1.886 -0.514  -0.687
H 2.108 -2.044 -1.201  0.215
S -0.368 -2.394 2.253  0.541
H -0.219 0.120 -2.725  0.198
C -0.538 1.072 -2.472  -0.245
C -1.880 2.171 1.404  -0.228
H 3.666 -2.386 -0.871  0.225

=====

5.
ORCA calculation (ωB97M-V/def2-TZVPD) on 2 unconnected molecules or ions with the total composition C27H28O5 at a distorted geometry.

The LUMO energy comes out at -1.78 eV. As for the net charge: 0. The largest force on an atom is 2.93 eV/Å.

Each line ends with the natural charge from an NBO analysis.
Atoms and positions in Å:
H -6.520 2.895 -1.065  0.219
H 0.154 1.486 -1.537  0.228
C 4.717 -2.756 -1.975  -0.072
O -0.449 -2.275 -2.014  -0.541
H 0.771 -0.221 5.265  0.220
H 0.021 -0.065 -2.512  0.225
C -1.219 -3.496 -2.133  -0.074
C -1.519 3.648 0.406  0.415
H 3.652 -0.641 1.215  0.242
H 4.848 -4.905 -1.781  0.214
O 3.780 -0.568 -1.035  -0.651
H -0.194 0.136 3.020  0.221
H -0.736 -4.111 -2.907  0.176
C 1.089 -0.293 -2.588  -0.632
H -3.162 -2.729 -1.666  0.209
C 1.394 -0.358 4.380  -0.242
O 3.291 -2.641 -1.782  -0.495
C -4.698 3.853 -0.475  -0.256
C 2.743 -0.724 4.511  -0.157
H -3.425 3.950 2.705  0.222
H 3.153 -0.927 5.500  0.218
H -4.398 4.174 -1.479  0.229
C 0.659 -2.337 -1.240  0.765
C -3.823 4.091 0.584  0.292
C -0.061 2.311 1.754  -0.165
C -0.970 3.345 1.662  -0.301
C -6.212 2.798 1.090  -0.227
C 2.944 -1.406 -1.378  0.785
C 0.863 -0.104 3.117  -0.144
C -0.211 1.947 -0.635  -0.146
C -1.122 2.968 -0.751  -0.289
H -1.537 3.248 -1.720  0.233
H -2.716 -2.489 -3.375  0.213
C 1.700 -0.084 1.952  -0.163
H 1.715 0.101 -0.226  0.268
H -1.173 -4.010 -1.164  0.207
H -3.146 -4.101 -2.785  0.213
C 1.487 -1.112 -1.424  -0.357
H 6.076 -4.130 -2.798  0.211
C 3.564 -0.795 3.373  -0.251
O -2.545 4.576 0.282  -0.536
C -5.876 3.152 -0.222  -0.193
H 0.402 2.109 2.719  0.226
H 1.278 -0.818 -3.546  0.216
H 5.220 -2.617 -1.005  0.190
H -7.159 2.285 1.274  0.219
H 5.065 -1.992 -2.689  0.185
H -1.259 3.923 2.540  0.229
H 4.436 -4.370 -3.418  0.214
H 1.652 0.650 -2.580  0.210
H 4.635 -1.003 3.472  0.223
C 3.034 -0.551 2.116  -0.064
C -5.344 3.084 2.144  -0.195
C 5.017 -4.121 -2.525  -0.623
C -4.129 3.737 1.905  -0.264
C 0.312 1.517 0.621  -0.065
O 0.947 -3.276 -0.517  -0.631
C 1.215 0.418 0.696  0.004
C -2.641 -3.170 -2.521  -0.625
H -5.594 2.793 3.164  0.218

=====

6.
ORCA calculation (ωB97M-V/def2-TZVPD) on a molecular structure, C11H18CoN6O4Te.

The LUMO energy (alpha / beta) comes out at -11.56 / -10.46 eV. As for the net charge: +3. The largest force on an atom is 0.26 eV/Å.

Each line ends with the natural charge from an NBO analysis.
Atoms and positions in Å:
H -1.199 6.112 2.967  0.254
H 0.005 6.747 0.911  0.254
C -0.866 5.346 2.280  -0.152
C 1.269 -1.709 -2.352  0.762
N -2.249 -3.075 0.205  -0.411
H 3.065 -0.980 -3.243  0.281
C -0.009 3.396 0.506  -0.005
H -1.066 -3.542 3.201  0.466
C -1.134 4.012 2.555  -0.165
N 2.928 -3.067 -3.581  -0.667
N -1.831 -2.384 -0.976  -0.607
C -0.923 1.562 1.923  -0.595
N -1.647 -3.697 2.385  -0.696
H -2.343 -4.430 2.441  0.457
C -1.478 -2.975 1.309  0.655
Te -1.242 0.991 -0.113  0.980
H -3.031 -3.714 0.137  0.447
H -2.629 -1.866 -1.345  0.430
C 0.430 2.286 -0.420  -0.605
H -1.676 3.740 3.452  0.239
H -1.804 1.349 2.524  0.264
H 2.979 -3.507 -2.654  0.467
O 0.591 -0.655 -2.155  -0.670
O 1.124 -2.704 -1.607  -0.716
N 0.595 -1.739 1.787  0.647
Co -0.158 -1.292 -0.495  1.002
C 0.230 4.733 0.222  -0.205
C -0.691 3.036 1.675  -0.132
H 1.330 1.757 -0.104  0.246
H 0.494 2.572 -1.466  0.267
H -0.047 1.037 2.306  0.239
N -0.558 -2.012 1.131  -0.486
O 1.265 -0.989 1.013  -0.415
O 0.888 -2.119 2.865  -0.219
H 2.390 -3.698 -4.182  0.458
H 1.836 -1.443 -4.422  0.283
C -0.188 5.704 1.122  -0.148
H 0.744 5.018 -0.687  0.239
H -1.556 -3.078 -1.672  0.426
C 2.290 -1.713 -3.471  -0.341
H 3.873 -3.009 -3.971  0.469